Here is a structure of composition C3H2CoO2 from the Open Molecules 2025 dataset. Energies are from wB97M-V/def2-TZVPD.

Geometry as XYZ:
```
8
C3H2CoO2 (wB97M-V/def2-TZVPD)
C 0.6536 0.2364 -0.7679
O 1.0280 0.7754 0.4684
Co -0.0107 -1.4171 2.2818
H -1.2544 -0.2977 -1.5748
C -0.5609 -0.3521 -0.7326
H 1.1052 0.7345 -1.6205
O -1.1023 -0.3270 0.5049
C 0.1415 0.6475 1.4408
```

Computed properties:
HOMO level (alpha / beta): -6.25 / -8.24 eV
strongest force on any atom: 2.9 eV/A
total charge: 0
LUMO (alpha / beta): -0.4 / -0.8 eV
gap between HOMO and LUMO (alpha / beta): 5.8 / 7.4 eV
multiplicity: 4
total energy: -1648.50571 Eh
relative energy (zero: lowest compared OMol25 entry of this formula, charge and spin): 9.5 kcal/mol

Atom charges from the Mulliken analysis, given in e for atoms 1 to 2: -0.327, -0.199